{
  "formula": "C8H19F3NO14S3Zr",
  "method": "wB97M-V/def2-TZVPD",
  "gap_ev": 9.60,
  "charge": -1,
  "total_energy_ha": -2965.86943,
  "species": ["Zr", "S", "O", "O", "O", "O", "S", "O", "O", "O", "O", "C", "F", "F", "F", "S", "O", "O", "O", "C", "O", "H", "H", "H", "H", "C", "O", "C", "C", "N", "C", "C", "O", "C", "H", "H", "H", "H", "H", "H", "H", "H", "H", "H", "H", "H", "H", "H", "H"],
  "coordinates": [[0.594, 0.530, -1.016], [-1.025, -0.527, -3.094], [-1.292, -0.321, -1.577], [-1.924, 0.265, -3.868], [0.305, 0.307, -3.153], [-0.978, -1.914, -3.406], [3.208, 1.160, -0.200], [1.900, 0.723, 0.572], [3.491, 2.471, 0.162], [4.169, 0.203, 0.050], [2.574, 1.067, -1.630], [-1.785, 3.344, 1.723], [-1.073, 2.968, 2.805], [-2.984, 3.693, 2.189], [-1.367, 4.408, 1.104], [-2.123, 1.895, 0.534], [-2.987, 1.036, 1.312], [-2.590, 2.551, -0.641], [-0.692, 1.410, 0.423], [-0.273, 3.339, -2.726], [0.465, 2.683, -1.738], [-1.288, 3.183, -2.467], [0.109, 4.321, -2.796], [-0.084, 2.867, -3.652], [1.404, 2.512, -2.029], [2.562, -1.738, -2.426], [1.577, -1.527, -1.473], [1.665, -2.458, -0.320], [0.246, -2.482, 0.258], [-0.179, -1.165, 0.685], [0.060, -1.046, 2.139], [-0.486, -2.073, 3.087], [-1.793, -2.524, 3.032], [-2.634, -1.466, 3.420], [2.239, -1.161, -3.298], [2.472, -2.830, -2.613], [3.550, -1.420, -2.124], [2.512, -2.142, 0.342], [1.797, -3.419, -0.784], [0.301, -3.246, 0.970], [-0.470, -2.868, -0.610], [-1.130, -1.146, 0.504], [-0.156, -0.023, 2.394], [1.128, -1.233, 2.330], [-0.257, -1.707, 4.108], [0.021, -3.027, 3.002], [-2.607, -1.188, 4.476], [-3.644, -1.781, 3.178], [-2.526, -0.507, 2.841]],
  "mulliken_charge": [1.526, 1.227, -0.547, -0.686, -0.688, -0.667, 1.301, -0.503, -0.685, -0.660, -0.754, 0.691, -0.226, -0.265, -0.211, 0.810, -0.695, -0.645, -0.563, -0.832, -0.387, 0.294, 0.272, 0.333, 0.392, -0.955, 0.535, -0.572, -1.067, 1.002, -1.153, -1.018, -0.349, -0.534, 0.239, 0.351, 0.232, 0.203, 0.667, 0.450, 0.254, 0.263, 0.718, 0.196, 0.487, 0.428, 0.360, 0.264, 0.166]
}